C34H32Cl4F4N4O2V as an isolated structure, computed with ωB97M-V/def2-TZVPD.

```
81
Properties=species:S:1:pos:R:3:forces:R:3:lowdin_charge:R:1
V 0.6754 0.5093 -0.8149 -0.6 0.7 0.9 0.7730
Cl 2.8029 -0.9100 -1.6539 0.0 -0.2 0.0 0.6741
Cl -1.1586 -1.9135 2.9313 0.4 -0.3 0.3 0.8984
Cl 4.7227 1.2532 -1.1028 0.1 0.0 0.0 0.5903
Cl 3.6625 -3.6467 4.8542 0.1 -0.1 0.0 0.7018
F -1.4834 3.3062 2.3229 -0.2 0.0 -0.3 0.0515
F -3.3189 2.5036 3.9932 -0.1 0.0 0.0 0.0828
F -3.8226 -1.5509 1.6466 0.0 0.2 0.0 0.0592
F -1.9914 -0.7896 -0.0881 0.0 0.2 0.2 0.0695
O 2.0157 1.2749 0.6514 0.4 0.3 -0.4 -0.1104
O 1.0288 -0.6509 0.9122 -0.1 -0.2 -0.2 -0.0770
N 0.4944 2.1822 -2.2682 0.1 0.1 0.1 -0.2518
N 1.4447 -1.7795 4.7785 -0.3 0.0 0.0 0.0581
N -0.1657 -0.6801 -2.0574 1.2 0.9 1.1 0.0178
N -0.7000 1.6303 0.0493 0.6 0.0 -0.4 -0.0833
C -1.4127 -2.1822 -3.7172 0.3 0.3 0.4 -0.2219
C 2.3778 0.1163 2.7285 0.0 -0.1 0.1 -0.0134
C -3.0107 1.6791 2.9758 -0.1 -0.1 -0.1 -0.2318
C 2.2747 -3.8014 3.8045 0.0 0.0 0.0 -0.5781
C -0.7857 1.0925 5.4826 0.1 0.0 0.0 -0.0671
C -1.4185 3.5279 -3.3133 0.0 0.0 0.0 -0.0692
C -2.0555 2.1027 2.0714 0.0 -0.1 -0.2 -0.1523
C 1.6317 2.1485 -3.2053 0.0 -0.1 0.0 -0.2528
C 2.2255 -4.8801 2.9473 0.0 -0.1 0.0 -0.1222
C 0.6211 3.2524 -1.2671 0.1 0.0 0.1 -0.1753
C -1.5478 -3.3839 -5.7981 0.1 0.0 0.0 -0.0947
C 1.2887 0.4386 3.7277 -0.1 0.1 0.1 -0.1423
C 1.2811 -2.8106 3.8657 0.0 0.1 -0.2 -0.2880
C -0.3760 2.0054 4.5200 0.2 0.1 0.2 -0.0845
C 4.3403 -0.1283 -2.1135 0.0 0.0 -0.1 -0.9357
C -1.6373 1.3080 0.9831 -0.5 -0.4 0.4 -0.1465
C -2.7058 -2.6136 -3.3917 -0.2 -0.1 0.1 -0.0368
C -3.6329 0.4519 2.8830 0.1 0.1 -0.1 0.0554
C 1.7895 0.2474 1.3553 0.1 -0.1 0.1 -0.6465
C 1.1531 -5.0164 2.0831 0.0 0.0 0.0 -0.0915
C 0.1493 -4.0665 2.1071 0.0 0.0 0.0 -0.1080
C -0.8227 2.1723 -2.9530 0.0 -0.2 0.0 -0.2218
C 0.6566 1.6793 3.6572 0.1 0.0 0.1 -0.0145
C -0.8353 -2.5796 -4.9303 0.1 -0.1 -0.2 -0.0503
C -0.1696 -0.1441 5.5606 0.0 0.0 0.0 -0.0363
C 1.7488 3.2839 -4.2144 0.0 0.0 0.0 -0.0685
C -3.2483 -0.3436 1.8195 -0.3 0.0 -0.1 -0.3187
C -0.7042 -1.3545 -2.8167 -1.5 -1.7 -1.9 -0.1039
C -2.8281 -3.8116 -5.4753 -0.1 -0.1 -0.1 -0.0998
C 0.2023 -2.9904 2.9763 0.1 0.0 0.3 -0.5242
C 0.8489 -0.4801 4.6786 0.1 0.0 -0.1 -0.2465
C -2.2918 0.0574 0.9167 -0.1 0.2 -0.2 -0.2057
C -3.3970 -3.4244 -4.2696 -0.1 0.1 0.1 -0.0877
C -0.3455 3.0419 -0.0874 0.1 0.1 0.0 -0.1864
H -3.3780 -4.4448 -6.1569 0.0 0.0 0.0 0.0978
H -3.1440 -2.3130 -2.4502 0.0 0.0 0.0 0.1130
H -1.5936 1.3391 6.1590 0.0 0.0 0.0 0.1084
H 3.0329 -5.5989 2.9622 0.0 0.0 0.0 0.1016
H -1.2516 3.6452 -0.2146 0.0 0.0 0.0 0.1185
H -1.7152 4.0852 -2.4257 0.0 0.0 0.0 0.0680
H -0.4900 -0.8839 6.2818 0.0 0.0 0.0 0.1166
H 1.6505 3.2015 -0.9059 -0.1 0.0 0.0 0.1138
H 2.5332 2.1247 -2.5898 0.0 0.0 0.0 0.0708
H 1.5733 1.1907 -3.7336 0.0 0.0 0.0 0.1114
H 0.9491 3.2579 -4.9537 0.0 0.0 0.0 0.0706
H 3.2215 0.7999 2.8315 -0.1 0.0 0.0 0.1354
H -0.7506 4.1549 -3.9004 0.0 0.0 0.0 0.0608
H 5.1118 -0.8808 -2.0001 0.0 0.0 0.0 0.0318
H 2.3531 -1.7841 5.2146 0.0 0.0 0.0 0.0695
H -4.3716 0.1298 3.5997 0.0 0.0 0.0 0.1361
H -1.0961 -3.6873 -6.7334 0.0 0.0 0.0 0.1021
H -0.7018 1.5587 -3.8493 0.0 0.0 0.0 0.1184
H 1.7435 4.2604 -3.7299 0.0 0.0 0.0 0.0771
H 0.1653 -2.2531 -5.1766 0.0 0.0 0.0 0.1084
H 2.7342 -0.9071 2.8412 0.0 0.0 0.1 0.1212
H 0.4713 4.2479 -1.6968 0.0 0.0 0.0 0.1166
H -4.3936 -3.7563 -4.0112 0.0 0.0 0.0 0.1044
H -2.3217 3.3614 -3.9029 0.0 0.0 0.0 0.0838
H 0.1702 3.4255 0.7996 -0.1 0.0 -0.1 0.1108
H -0.7052 -4.1421 1.4488 0.0 0.0 0.0 0.1077
H 0.9754 2.3895 2.9003 0.0 0.0 0.0 0.1194
H -0.8630 2.9700 4.4367 0.1 -0.2 0.1 0.1051
H -1.5187 1.6448 -2.2992 0.0 0.0 -0.1 0.1048
H 4.2448 0.1979 -3.1431 0.0 0.0 0.0 0.0283
H 1.0994 -5.8540 1.4025 0.0 0.0 0.0 0.1030
H 2.6947 3.1877 -4.7500 0.0 0.0 0.0 0.0783
```
Positions in Å, forces in eV/Å.

Output
Highest occupied orbital energy (spin up / spin down), eV: -7.439 / -4.912
Multiplicity: 2
<S²>: 1.17
Gap between HOMO and LUMO (spin up / spin down), hartree: 0.2781 / 0.1853